[1]
{
  "formula": "C24H31F6N7O8ReS3Si2",
  "method": "wB97M-V/def2-TZVPD",
  "e_above_lowest_ev": 0.140,
  "spin_multiplicity": 4,
  "gap_ha": [0.24729, 0.24819],
  "total_energy_ha": -4369.38728,
  "homo_ev": [-7.98, -8.38],
  "species": ["Re", "C", "Si", "C", "C", "N", "C", "C", "C", "C", "C", "C", "N", "Si", "C", "C", "C", "H", "H", "H", "H", "H", "H", "H", "H", "H", "H", "H", "H", "H", "H", "H", "H", "H", "H", "H", "H", "H", "H", "F", "C", "F", "F", "S", "O", "O", "N", "S", "O", "O", "C", "F", "F", "F", "N", "C", "C", "C", "C", "C", "C", "S", "O", "O", "N", "C", "N", "C", "C", "C", "N", "H", "H", "H", "H", "H", "H", "H", "H", "H", "O", "O"],
  "xyz": [[-0.3917, 0.8667, -0.2812], [3.6069, 2.2271, 0.2284], [2.8677, 0.7951, -0.7039], [2.7012, -0.7339, 0.3567], [3.9272, 0.3234, -2.1792], [1.2263, 1.2416, -1.2763], [0.9712, 2.0325, -2.3963], [1.9108, 2.7826, -3.1032], [1.5096, 3.5187, -4.1997], [0.1709, 3.5312, -4.5931], [-0.7730, 2.8070, -3.8931], [-0.3807, 2.0402, -2.7940], [-1.2122, 1.2589, -1.9885], [-2.9191, 0.8675, -2.4186], [-3.5573, -0.4861, -1.3008], [-2.9179, 0.1965, -4.1685], [-3.9172, 2.4289, -2.2099], [4.6772, 2.0550, 0.3769], [3.1382, 2.3724, 1.2021], [3.4834, 3.1568, -0.3306], [3.6635, -0.8944, 0.8538], [2.5034, -1.6218, -0.2500], [1.9435, -0.6674, 1.1366], [4.6741, -0.3981, -1.8347], [4.4629, 1.1633, -2.6221], [3.3446, -0.1594, -2.9676], [2.9395, 2.8138, -2.7721], [2.2347, 4.1089, -4.7444], [-0.1334, 4.1306, -5.4410], [-1.8133, 2.8528, -4.1816], [-2.8195, -0.9598, -0.6542], [-4.0001, -1.2699, -1.9212], [-4.3384, -0.1006, -0.6417], [-2.4578, -0.7961, -4.1656], [-2.4017, 0.8047, -4.9090], [-3.9540, 0.0693, -4.4965], [-3.8850, 2.7524, -1.1665], [-4.9627, 2.2491, -2.4755], [-3.5497, 3.2545, -2.8205], [-0.3084, 0.5584, 4.7190], [0.5235, 1.5136, 4.3670], [0.4578, 2.5006, 5.2505], [1.7688, 1.0245, 4.3463], [0.1723, 2.2180, 2.7019], [0.4380, 1.0990, 1.7671], [1.0683, 3.3176, 2.6359], [-1.3201, 2.6160, 2.7648], [-2.5388, 2.2031, 1.8915], [-2.2146, 1.1557, 0.9010], [-3.2670, 3.3210, 1.4003], [-3.7310, 1.3552, 3.0636], [-3.1369, 1.0149, 4.1896], [-4.6930, 2.2304, 3.3409], [-4.2710, 0.3062, 2.4716], [3.1353, -5.2040, 4.1387], [2.0564, -4.4584, 3.6896], [2.0871, -3.0605, 3.7517], [1.0285, -2.3207, 3.2668], [-0.0694, -2.9603, 2.7069], [-0.1098, -4.3436, 2.6301], [0.9446, -5.0882, 3.1222], [-1.4128, -1.9961, 2.1081], [-2.4705, -2.8836, 1.7235], [-1.6730, -0.9477, 3.0455], [-0.8175, -1.2356, 0.7769], [-0.4062, -1.9681, -0.2703], [-0.0549, -1.0958, -1.2270], [0.4041, -1.5175, -2.3944], [0.5255, -2.8730, -2.6191], [0.1534, -3.7116, -1.5696], [-0.3100, -3.2913, -0.4011], [3.7358, -4.7531, 4.8087], [2.9433, -6.1652, 4.3664], [2.9439, -2.5601, 4.1883], [1.0478, -1.2408, 3.3285], [-0.9688, -4.8227, 2.1797], [0.9143, -6.1702, 3.0664], [0.6663, -0.7570, -3.1217], [0.8914, -3.2678, -3.5544], [0.2401, -4.7876, -1.6844], [-0.5138, 2.8506, -0.0564], [0.5690, 3.5825, -0.0635]],
  "atomic_forces_ev_per_a": [[-0.161, -0.943, 0.395], [0.035, -0.066, -0.068], [0.002, 0.048, 0.036], [0.031, 0.001, -0.033], [-0.008, -0.003, 0.023], [0.095, 0.186, -0.061], [0.001, -0.067, 0.069], [0.038, 0.016, -0.015], [0.016, -0.002, 0.002], [-0.003, 0.006, -0.005], [-0.027, 0.008, -0.045], [-0.049, -0.071, 0.095], [-0.075, 0.110, -0.294], [0.045, 0.081, 0.012], [-0.068, 0.014, 0.013], [-0.007, -0.040, 0.053], [0.007, -0.054, -0.032], [-0.026, 0.012, 0.023], [-0.048, -0.013, -0.009], [0.009, -0.009, 0.009], [-0.025, 0.008, -0.005], [-0.003, 0.009, 0.016], [0.008, 0.013, -0.019], [-0.008, 0.022, -0.023], [-0.019, -0.008, 0.001], [0.001, 0.009, 0.017], [-0.002, 0.001, -0.017], [0.001, -0.007, 0.014], [-0.014, -0.010, 0.009], [0.013, 0.007, -0.015], [-0.007, 0.016, -0.036], [0.000, 0.007, 0.026], [0.040, -0.003, -0.008], [0.003, 0.019, -0.014], [-0.009, 0.027, 0.023], [0.025, -0.002, 0.007], [0.014, -0.013, -0.002], [0.019, -0.004, 0.008], [-0.018, -0.005, 0.000], [-0.041, -0.028, 0.020], [0.022, -0.108, 0.089], [0.026, 0.029, 0.009], [0.003, 0.017, -0.010], [0.115, 0.021, -0.053], [0.052, -0.041, -0.019], [0.034, 0.055, -0.003], [-0.142, 0.038, 0.311], [-0.088, 0.167, -0.192], [0.052, -0.043, -0.085], [0.007, -0.036, -0.082], [0.048, 0.166, 0.133], [-0.005, -0.076, 0.000], [-0.034, 0.018, 0.024], [0.037, -0.102, -0.035], [-0.011, 0.005, -0.007], [-0.015, 0.011, -0.009], [0.006, -0.026, -0.007], [0.006, 0.044, 0.020], [-0.052, 0.046, 0.000], [-0.034, -0.034, -0.044], [0.030, -0.016, 0.016], [0.007, -0.011, -0.007], [0.002, -0.027, -0.025], [-0.032, 0.195, 0.090], [0.175, 0.009, -0.174], [0.059, 0.011, -0.015], [0.024, 0.212, -0.134], [-0.007, -0.037, -0.025], [0.023, 0.038, -0.064], [-0.011, -0.042, 0.046], [-0.045, -0.062, 0.043], [0.000, 0.005, 0.000], [-0.003, -0.001, 0.000], [-0.012, -0.007, -0.007], [-0.010, 0.000, 0.007], [0.019, 0.017, 0.015], [0.005, 0.012, 0.003], [0.002, -0.004, 0.003], [-0.001, 0.023, 0.007], [-0.014, 0.012, 0.026], [0.062, 0.300, 0.012], [-0.089, -0.049, -0.027]],
  "mulliken_spin": [1.4925, 0.0012, -0.0016, 0.0018, 0.0026, 0.1032, 0.0213, 0.0140, 0.0327, 0.0215, 0.0091, 0.0641, 0.1542, -0.0044, 0.0044, 0.0073, 0.0049, 0.0000, 0.0012, -0.0002, 0.0010, 0.0026, 0.0012, -0.0002, -0.0003, 0.0001, -0.0017, 0.0021, 0.0015, 0.0007, -0.0013, 0.0015, 0.0017, 0.0007, 0.0010, 0.0009, -0.0010, 0.0016, -0.0017, 0.0004, -0.0002, 0.0000, 0.0001, 0.0118, 0.0406, 0.0030, 0.0093, -0.0083, 0.0598, 0.0032, -0.0006, -0.0001, 0.0001, -0.0002, 0.0001, 0.0003, -0.0002, -0.0016, 0.0047, -0.0007, 0.0001, -0.0037, -0.0003, -0.0020, 0.0450, 0.0421, -0.1013, 0.0245, -0.0023, 0.0102, -0.0061, 0.0000, 0.0000, 0.0000, -0.0008, 0.0001, 0.0000, 0.0065, -0.0001, -0.0001, 0.1902, 0.7363]
}

---

[2]
{
  "formula": "C24H31N3O2",
  "method": "wB97M-V/def2-TZVPD",
  "e_above_lowest_ev": 2.263,
  "spin_multiplicity": 1,
  "gap_ha": 0.30900,
  "total_energy_ha": -1247.87101,
  "smiles": "COc1ccc(CN2CCN(Cc3c[nH]c4ccccc34)C[C@@H]2CCO)cc1C",
  "homo_ev": -7.70,
  "species": ["C", "O", "C", "C", "C", "C", "C", "N", "C", "C", "N", "C", "C", "C", "N", "C", "C", "C", "C", "C", "C", "C", "C", "C", "C", "O", "C", "C", "C", "H", "H", "H", "H", "H", "H", "H", "H", "H", "H", "H", "H", "H", "H", "H", "H", "H", "H", "H", "H", "H", "H", "H", "H", "H", "H", "H", "H", "H", "H", "H"],
  "xyz": [[-4.1990, -0.6428, -1.8478], [-3.5684, -1.3670, -0.8193], [-2.2151, -1.5677, -0.9124], [-1.3778, -0.8702, -1.7693], [-0.0202, -1.1441, -1.7905], [0.5326, -2.1134, -0.9696], [2.0166, -2.4189, -0.9854], [2.8807, -1.7734, -0.0099], [2.6107, -2.0806, 1.3787], [1.5402, -1.1921, 2.0257], [1.8983, 0.2042, 1.8619], [0.9584, 1.1056, 2.5189], [-0.4124, 1.1446, 1.9111], [-1.4521, 0.2947, 2.1580], [-2.5401, 0.6365, 1.4005], [-2.2167, 1.7116, 0.6272], [-2.9828, 2.4364, -0.2772], [-2.3802, 3.4921, -0.9264], [-1.0487, 3.8326, -0.6724], [-0.2929, 3.1387, 0.2453], [-0.8736, 2.0602, 0.9130], [2.0831, 0.5326, 0.4584], [3.1900, -0.3531, -0.1261], [3.5773, 0.0513, -1.5499], [4.3388, 1.3782, -1.6230], [3.5515, 2.5153, -1.3611], [-0.3260, -2.8207, -0.1326], [-1.6824, -2.5605, -0.0777], [-2.5894, -3.3208, 0.8404], [-5.2665, -0.6967, -1.6361], [-4.0012, -1.0904, -2.8271], [-3.8841, 0.4046, -1.8611], [-1.7673, -0.1063, -2.4236], [0.6067, -0.5935, -2.4773], [2.4146, -2.1894, -1.9758], [2.1439, -3.4958, -0.8223], [2.3219, -3.1301, 1.4622], [3.5497, -1.9372, 1.9258], [1.4971, -1.4097, 3.0973], [0.5542, -1.4099, 1.5873], [1.3978, 2.1064, 2.4849], [0.8909, 0.7935, 3.5655], [-1.5053, -0.5265, 2.8479], [-3.4031, 0.1216, 1.3508], [-4.0214, 2.1912, -0.4501], [-2.9468, 4.0741, -1.6390], [-0.6135, 4.6679, -1.2019], [0.7292, 3.4240, 0.4441], [2.3944, 1.5761, 0.4003], [1.1546, 0.4042, -0.1215], [4.0754, -0.2129, 0.5111], [2.6859, 0.1290, -2.1768], [4.2231, -0.7267, -1.9610], [4.7954, 1.4673, -2.6212], [5.1369, 1.4002, -0.8780], [2.7873, 2.5065, -1.9491], [0.0751, -3.6068, 0.4925], [-2.9311, -2.6794, 1.6525], [-2.0763, -4.1785, 1.2676], [-3.4716, -3.6597, 0.3004]],
  "atomic_forces_ev_per_a": [[-0.146, 0.182, -0.239], [0.292, -0.208, 0.308], [0.208, -0.113, 0.010], [-0.331, 0.124, -0.025], [0.089, -0.226, 0.066], [-0.025, -0.030, -0.156], [0.075, -0.008, 0.000], [0.112, -0.004, 0.029], [-0.120, 0.027, 0.203], [0.052, -0.149, -0.018], [0.131, -0.063, 0.071], [0.010, -0.136, 0.008], [0.007, -0.180, 0.172], [0.229, 0.108, 0.133], [-0.302, -0.154, 0.104], [0.343, 0.373, -0.138], [-0.130, 0.004, -0.075], [-0.171, -0.049, -0.063], [0.185, 0.167, -0.074], [-0.027, -0.014, -0.019], [-0.458, -0.139, -0.049], [0.285, 0.022, 0.043], [-0.077, 0.238, -0.260], [0.130, 0.225, 0.444], [0.164, -0.447, -0.341], [-0.363, 0.437, 0.038], [-0.074, 0.121, -0.275], [-0.189, 0.035, -0.015], [-0.008, 0.039, -0.118], [0.054, 0.040, -0.058], [0.010, 0.015, 0.043], [-0.005, -0.070, -0.024], [-0.079, 0.082, -0.049], [0.081, 0.054, -0.050], [-0.038, -0.097, -0.005], [-0.015, 0.061, -0.117], [0.022, -0.047, 0.035], [-0.070, -0.051, 0.082], [-0.032, -0.046, 0.015], [0.126, 0.039, 0.146], [-0.046, -0.001, 0.107], [0.036, 0.112, -0.018], [-0.008, -0.155, 0.109], [0.101, 0.016, -0.040], [-0.083, 0.000, -0.035], [-0.054, 0.034, -0.037], [0.043, 0.071, -0.024], [0.128, 0.037, 0.012], [-0.068, -0.027, -0.051], [0.100, 0.082, 0.010], [-0.052, 0.080, -0.046], [-0.012, -0.050, -0.152], [-0.027, -0.058, -0.092], [0.031, -0.048, 0.178], [0.021, -0.057, -0.073], [0.060, 0.016, 0.031], [0.044, -0.103, 0.100], [-0.099, 0.001, 0.119], [0.018, -0.043, 0.052], [-0.079, -0.065, 0.068]],
  "nbo_charge": [-0.2541, -0.5196, 0.2756, -0.2878, -0.1948, -0.0581, -0.2326, -0.4485, -0.2198, -0.2462, -0.4431, -0.2274, -0.1415, -0.0107, -0.5245, 0.1119, -0.2408, -0.2234, -0.2454, -0.2085, -0.0232, -0.2752, -0.0355, -0.4260, -0.0556, -0.7189, -0.2221, 0.0288, -0.6407, 0.1967, 0.1812, 0.1814, 0.2231, 0.2058, 0.2045, 0.2010, 0.1939, 0.1969, 0.1940, 0.1805, 0.2048, 0.2041, 0.2114, 0.4186, 0.2082, 0.2103, 0.2100, 0.2153, 0.2243, 0.1813, 0.1961, 0.1882, 0.2216, 0.1588, 0.1792, 0.4632, 0.2052, 0.2087, 0.2137, 0.2259]
}

---

[3]
{
  "formula": "C24H31N3O5S",
  "method": "wB97M-V/def2-TZVPD",
  "e_above_lowest_ev": 1.719,
  "spin_multiplicity": 1,
  "gap_ha": 0.31549,
  "total_energy_ha": -1871.79993,
  "smiles": "C=CCn1cc(C(=O)NC[C@@H]2CCCO2)c(=O)c2cc(S(=O)(=O)N3CCCCCC3)ccc21",
  "homo_ev": -8.73,
  "species": ["C", "C", "C", "N", "C", "C", "C", "O", "N", "C", "C", "C", "C", "C", "O", "C", "O", "C", "C", "C", "S", "O", "O", "N", "C", "C", "C", "C", "C", "C", "C", "C", "C", "H", "H", "H", "H", "H", "H", "H", "H", "H", "H", "H", "H", "H", "H", "H", "H", "H", "H", "H", "H", "H", "H", "H", "H", "H", "H", "H", "H", "H", "H", "H"],
  "xyz": [[-0.3652, -5.5396, 0.9113], [0.2126, -4.5819, 0.2127], [-0.4227, -3.9226, -0.9799], [-0.4773, -2.4784, -0.8177], [-1.6212, -1.9263, -0.3709], [-1.8155, -0.6022, -0.1280], [-3.1861, -0.2146, 0.3309], [-4.0680, -1.0534, 0.4533], [-3.3362, 1.0867, 0.6279], [-4.6366, 1.6540, 0.8559], [-5.1959, 2.2957, -0.4363], [-6.6979, 2.5793, -0.3055], [-7.3284, 1.2517, -0.7485], [-6.1846, 0.5280, -1.4889], [-5.0882, 1.4249, -1.5371], [-0.7400, 0.3399, -0.3529], [-0.7985, 1.5497, -0.1388], [0.4942, -0.2827, -0.8617], [1.5829, 0.5483, -1.1426], [2.7738, 0.0174, -1.5659], [4.1866, 1.0848, -1.8868], [3.7049, 2.2585, -2.5500], [5.1878, 0.2810, -2.5272], [4.7857, 1.5484, -0.4203], [4.1516, 2.6389, 0.2743], [3.2957, 2.2412, 1.4813], [4.1426, 1.7402, 2.6525], [4.4628, 0.2421, 2.6131], [4.7529, -0.3267, 1.2199], [5.5773, 0.5945, 0.3120], [2.9076, -1.3540, -1.7416], [1.8439, -2.1916, -1.4968], [0.6142, -1.6744, -1.0560], [0.1172, -5.9931, 1.7594], [-1.3418, -5.9185, 0.6588], [1.1901, -4.2086, 0.4856], [0.1324, -4.1614, -1.8923], [-1.4431, -4.2905, -1.1032], [-2.4529, -2.5956, -0.1930], [-2.5628, 1.7053, 0.3931], [-4.5771, 2.4111, 1.6420], [-5.2900, 0.8395, 1.1765], [-4.6044, 3.1829, -0.6836], [-6.9792, 3.3837, -0.9848], [-6.9742, 2.8615, 0.7079], [-7.6589, 0.6664, 0.1081], [-8.1844, 1.4150, -1.4003], [-6.4363, 0.2777, -2.5216], [-5.8895, -0.3884, -0.9632], [1.4567, 1.6138, -1.0281], [3.5471, 3.1504, -0.4756], [4.9329, 3.3337, 0.6093], [2.5582, 1.4899, 1.1978], [2.7507, 3.1341, 1.7935], [3.6211, 1.9450, 3.5899], [5.0723, 2.3126, 2.6747], [3.6230, -0.3157, 3.0343], [5.3248, 0.0636, 3.2599], [3.8149, -0.5514, 0.7090], [5.2876, -1.2710, 1.3411], [6.0873, 0.0035, -0.4506], [6.3306, 1.1327, 0.8944], [3.8569, -1.7356, -2.0824], [1.9760, -3.2500, -1.6487]],
  "atomic_forces_ev_per_a": [[0.013, -0.081, 0.043], [-0.031, 0.141, -0.192], [0.157, -0.514, 0.052], [-0.250, 0.107, -0.044], [-0.246, 0.351, 0.137], [-0.012, -0.044, -0.084], [0.254, 0.063, 0.109], [-0.208, -0.239, -0.015], [0.088, 0.317, 0.021], [-0.255, -0.030, -0.356], [-0.020, 0.196, 0.430], [0.273, 0.025, -0.130], [0.083, -0.066, -0.064], [-0.269, -0.435, -0.069], [0.188, 0.101, -0.097], [-0.059, -0.230, 0.040], [0.116, 0.085, -0.077], [0.284, -0.088, -0.063], [-0.086, -0.028, -0.018], [0.441, 0.377, -0.215], [0.124, 0.125, 0.092], [-0.258, 0.013, 0.223], [-0.129, -0.243, 0.228], [-0.242, -0.132, -1.082], [-0.529, 0.413, 0.111], [0.310, 0.122, 0.070], [-0.200, -0.164, 0.019], [-0.004, 0.036, -0.077], [0.129, 0.125, 0.167], [0.198, -0.736, 0.070], [-0.042, -0.116, -0.024], [0.016, -0.056, -0.004], [0.389, 0.590, -0.082], [0.134, -0.053, 0.165], [-0.229, -0.033, -0.095], [0.146, -0.004, 0.097], [-0.143, 0.071, 0.044], [0.110, 0.082, -0.062], [-0.001, -0.044, -0.011], [0.025, -0.220, 0.047], [-0.084, -0.060, -0.013], [-0.011, 0.135, 0.083], [-0.067, -0.043, 0.039], [0.004, 0.032, 0.054], [-0.051, 0.068, 0.056], [-0.049, -0.022, -0.010], [-0.045, -0.010, 0.047], [-0.009, -0.004, 0.078], [-0.056, 0.119, -0.087], [-0.091, 0.113, 0.047], [0.055, 0.188, 0.196], [-0.071, -0.028, -0.057], [-0.127, 0.015, -0.021], [-0.064, -0.009, -0.047], [0.090, 0.061, 0.020], [0.030, 0.076, 0.066], [0.038, -0.019, 0.080], [-0.026, -0.072, 0.060], [0.043, -0.078, 0.042], [-0.041, -0.060, -0.058], [0.174, 0.020, 0.259], [0.035, 0.046, -0.086], [0.066, -0.151, -0.048], [-0.004, -0.103, -0.003]],
  "nbo_charge": [-0.3576, -0.2043, -0.2467, -0.3711, 0.1458, -0.3251, 0.6805, -0.6725, -0.6082, -0.2582, 0.0901, -0.4269, -0.4415, -0.0884, -0.5225, 0.5889, -0.6382, -0.2081, -0.1229, -0.3630, 2.3435, -0.9329, -0.9466, -0.6862, -0.2216, -0.4253, -0.4051, -0.3957, -0.4245, -0.2351, -0.1511, -0.2710, 0.2700, 0.2078, 0.1945, 0.2051, 0.2184, 0.2238, 0.2448, 0.4340, 0.2016, 0.2239, 0.1887, 0.2126, 0.2109, 0.2087, 0.2136, 0.1831, 0.1965, 0.2600, 0.2404, 0.1928, 0.2054, 0.2214, 0.2148, 0.1928, 0.2034, 0.2027, 0.2044, 0.2146, 0.2411, 0.1998, 0.2496, 0.2204]
}